1.
C35H47BrHgN4P2 | ωB97M-V/def2-TZVPD

Element x y z (Å)
N: 5.05457 -4.29157 -5.92171
C: 5.30901 -4.23368 -4.60729
C: 4.51325 -3.50510 -3.70502
C: 3.35452 -2.79491 -4.14233
C: 3.06966 -2.93255 -5.52094
C: 3.95605 -3.66265 -6.35719
C: 2.56479 -1.99550 -3.13796
Hg: -0.82119 -0.48437 -1.40312
P: -3.02905 -0.62315 0.18955
C: 1.21854 -1.77933 -2.94242
C: 0.58987 -2.23046 -1.67601
C: -0.36365 -3.32972 -1.90551
C: -0.38146 -4.42714 -1.05036
C: 0.44288 -4.46855 0.10301
C: 1.52107 -3.54240 0.13801
C: 1.47454 -2.34319 -0.53374
Br: -0.16058 -5.00043 1.74048
H: 3.23054 -1.71434 -2.29762
H: 0.56381 -1.41719 -3.74493
H: 4.82914 -3.45136 -2.66377
H: 2.19425 -2.42439 -5.93035
H: 6.17744 -4.79543 -4.25774
H: 3.70853 -3.74538 -7.42093
H: -1.17888 -3.25192 -2.64579
H: 2.16167 -1.52092 -0.28601
H: -1.16207 -5.17262 -1.14950
H: 2.32696 -3.69653 0.84568
P: -0.93688 1.86272 -1.93139
C: -3.03571 -1.92324 1.53669
C: -4.38516 -2.51391 1.92029
H: -2.53181 -1.43410 2.38323
H: -2.34166 -2.71221 1.22570
H: -4.21962 -3.35811 2.59173
H: -5.01320 -1.83773 2.49908
H: -4.98964 -2.84537 1.07251
C: -4.64222 -1.04203 -0.62493
C: -5.93108 -0.50093 -0.00499
H: -4.71664 -2.13618 -0.70601
H: -4.58059 -0.67546 -1.65826
H: -6.76833 -0.58935 -0.70410
H: -6.27062 -1.05666 0.87277
H: -5.87975 0.54473 0.30703
C: -3.59757 0.79088 1.26355
C: -4.41729 0.46473 2.51379
H: -4.15716 1.48174 0.62171
H: -2.69574 1.33533 1.56672
H: -4.56008 1.34961 3.14411
H: -5.43733 0.14687 2.28421
H: -3.96769 -0.32657 3.12140
C: -0.75055 3.10527 -0.59722
C: -0.36324 4.53409 -1.01732
H: -0.01207 2.66492 0.10342
H: -1.73398 3.10388 -0.09420
H: 0.72658 4.67321 -0.98782
H: -0.75010 4.86002 -1.99988
H: -0.78604 5.19989 -0.25548
C: -2.34413 2.32808 -3.02341
C: -2.69397 1.39162 -4.19690
H: -2.05343 3.33001 -3.38501
H: -3.21597 2.46549 -2.35335
H: -2.06856 1.60514 -5.07778
H: -2.58736 0.32970 -3.92345
H: -3.73769 1.59206 -4.48250
C: 0.60827 2.00738 -2.89558
C: 1.84319 2.00595 -1.97541
H: 0.52660 2.95492 -3.45247
H: 0.66898 1.16950 -3.61868
H: 2.57984 1.28324 -2.35597
H: 2.32128 3.00182 -1.91502
H: 1.60011 1.69086 -0.94428
N: 3.15684 3.18149 9.92164
C: 3.06092 2.93961 8.77930
C: 2.95403 2.62813 7.38657
C: 4.05863 2.79565 6.54832
C: 3.96640 2.48524 5.19485
C: 2.74362 2.03539 4.67887
C: 1.62277 1.86341 5.50255
C: 1.73686 2.16007 6.86522
N: 2.62443 1.77033 3.29883
C: 3.68255 1.78184 2.37948
C: 3.11539 1.59178 1.13569
N: 1.73328 1.44855 1.26374
C: 1.46964 1.54356 2.55898
H: 4.99469 3.16924 6.94090
H: 4.81842 2.59542 4.52960
H: 0.68080 1.48742 5.08609
H: 0.86794 2.03314 7.51733
H: 4.72493 1.94983 2.64452
H: 3.61144 1.59577 0.16293
H: 0.51018 1.45704 3.04155

## Properties
Relative energy (zero: lowest compared OMol25 entry of this formula, charge and spin) (kJ/mol): 0.0
Multiplicity: 1
Total energy (a.u.): -4990.35118
Total charge: +2
Frontier orbital gap (spin up / spin down) (hartree): 0.2101 / 0.2101



2.
C8H20N2Si | ωB97M-V/def2-TZVPD

Element x y z (Å)
C: -0.47614 0.58957 -2.61916
C: 0.15390 1.28229 -1.66814
Si: 0.04191 0.46142 0.07376
C: 1.08234 1.29110 1.43824
C: 2.21967 2.02355 0.79074
N: -1.51965 0.18593 0.72440
C: -2.74166 -0.36122 0.05658
C: -4.05609 0.24246 0.56649
N: 0.96354 -1.44800 -0.41850
C: 1.08775 -2.33309 0.74614
C: 2.29470 -1.27594 -1.00268
H: -0.38470 1.01778 -3.70633
H: -0.93087 -0.42554 -2.50525
H: 0.62509 2.15372 -1.79654
H: 0.32373 2.03492 2.02480
H: 1.53352 0.68734 2.14166
H: 1.91794 2.40867 -0.09145
H: 2.59919 2.87515 1.43663
H: 3.18248 1.40748 0.50090
H: -1.71209 0.79178 1.52434
H: -2.89118 -1.36554 0.25739
H: -2.54200 -0.05244 -1.04332
H: -4.53077 -0.36856 1.22542
H: -3.77260 1.12882 1.02671
H: -4.66320 0.39612 -0.26157
H: 1.56986 -2.05725 1.77160
H: 0.13022 -2.61688 0.90628
H: 1.57773 -3.13480 0.26721
H: 3.04673 -0.52408 -0.71737
H: 2.79262 -2.32925 -0.94864
H: 1.98988 -1.01310 -2.03037

## Properties
SMILES: C=C[Si@@](CC)(NCC)N(C)C
Relative energy (zero: lowest compared OMol25 entry of this formula, charge and spin) (kJ/mol): 108.8
Multiplicity: 1
Total energy (a.u.): -715.69943
Total charge: 0
Frontier orbital gap (hartree): 0.3162



3.
C7H10F15FeN4O18S5 | ωB97M-V/def2-TZVPD

Element x y z (Å)
Fe: 0.17470 -0.05069 -0.38337
C: -0.59633 -2.87616 3.09152
F: -1.05326 -4.10981 3.49502
F: -0.81859 -1.97893 4.01534
F: 0.63305 -2.85392 2.64449
S: -1.50675 -2.34915 1.52641
O: -1.60762 -3.54204 0.77513
O: -2.78382 -1.70713 1.91497
O: -0.67378 -1.38754 0.79859
C: 3.92390 -1.54600 1.17101
F: 3.38046 -2.76626 1.07227
F: 4.95313 -1.54772 2.01125
F: 4.42315 -1.15958 0.03177
S: 2.77019 -0.15896 1.81296
O: 1.63357 -0.06896 0.90960
O: 2.31885 -0.63061 3.13843
O: 3.57356 1.06278 1.84321
C: 0.99754 4.16815 0.96318
F: -0.20458 4.15547 1.41471
F: 1.29934 5.47939 0.77375
F: 1.82355 3.69814 1.93577
S: 1.05254 3.31400 -0.69711
O: 0.14921 3.96385 -1.61389
O: 2.40309 3.52687 -1.21132
O: 0.66139 1.88006 -0.46919
C: -0.72152 -0.45830 -4.75644
F: -0.78574 -0.01782 -5.98401
F: -1.94421 -0.63016 -4.27889
F: -0.05088 -1.59342 -4.61870
S: 0.25505 0.84101 -3.66597
O: 0.10799 0.35756 -2.33122
O: 1.63902 0.89718 -4.15722
O: -0.55254 2.11472 -3.78958
C: -4.02723 2.34501 0.10678
F: -4.70688 1.34516 0.57101
F: -4.76462 3.17744 -0.48474
F: -3.36829 3.05867 0.95816
S: -2.72389 1.67242 -1.25371
O: -2.13999 2.88533 -1.82958
O: -1.66328 0.79691 -0.57154
O: -3.53033 0.83061 -2.19367
O: -1.51382 -1.57529 -1.61401
H: -1.85582 -1.67741 -2.50217
H: -2.23041 -1.85973 -1.04672
C: 1.65427 -2.78847 -1.51231
O: 1.24666 -1.74081 -1.05308
N: 2.39456 -2.83764 -2.55336
N: 1.21772 -3.95807 -1.28733
H: 2.95611 -2.01724 -2.73142
H: 2.59124 -3.70708 -3.02822
H: 0.43220 -4.03823 -0.65753
H: 1.62078 -4.72119 -1.81201
C: -0.76535 1.20527 2.90349
O: -0.43324 1.12610 1.74869
N: -1.90982 1.61734 3.33813
N: 0.10730 1.01762 3.83884
H: -2.42580 2.13663 2.64228
H: -2.04254 1.78148 4.32583
H: -0.01098 1.13270 4.83527
H: 1.01760 0.76639 3.48060

## Properties
Multiplicity: 6
Total energy (a.u.): -6598.88224
Total charge: -2
Frontier orbital gap (spin up / spin down) (hartree): 0.2702 / 0.2579
<S²>: 8.75



4.
C3H3O4 | ωB97M-V/def2-TZVPD

Element x y z (Å)
C: 0.07605 1.22835 -1.07901
C: -0.21750 0.20147 0.13361
C: -0.02598 -1.27941 0.00424
O: 1.30176 1.22860 -1.27708
O: -0.89521 1.84789 -1.53480
O: -0.18549 0.41891 1.43752
O: 0.08432 1.50872 2.24062
H: 0.92955 -1.74191 -0.36104
H: -0.82282 -1.69635 -0.69092
H: -0.24467 -1.71627 1.12687

## Properties
Relative energy (zero: lowest compared OMol25 entry of this formula, charge and spin) (kJ/mol): 438.7
Multiplicity: 1
Total energy (a.u.): -416.96172
Total charge: -1
Frontier orbital gap (spin up / spin down) (hartree): 0.3096 / 0.3097



Among the records above, which one has the highest total charge? C35H47BrHgN4P2



Among the records above, which one has the highest multiplicity? C7H10F15FeN4O18S5